Computed, not measured: a 14-piece molecular cluster, C56H154N14O14 overall at a distorted geometry, with the ωB97M-V functional and the def2-TZVPD basis.

Cartesian coordinates (Å):
H: 0.360 8.920 1.200
H: -0.307 -2.350 7.031
H: -3.517 4.658 -3.862
H: 5.383 -0.673 -5.271
H: 1.993 5.621 -6.594
O: -4.080 2.327 -0.603
H: -2.351 0.173 1.010
H: 3.487 0.588 -0.266
O: -2.270 0.517 4.935
H: -0.005 -3.177 -3.298
H: -4.690 -2.536 2.891
H: 1.859 -7.881 -1.421
C: 1.253 -0.725 0.487
C: 3.735 -6.899 -2.026
H: 2.463 2.598 5.833
H: -1.375 7.804 1.919
H: 1.229 -0.678 -0.602
H: -0.368 3.493 -4.069
H: -2.035 -3.197 3.372
H: 2.349 -5.911 4.464
C: -4.527 1.596 2.988
O: -7.586 -0.483 -1.852
C: -3.296 4.260 -2.872
H: 1.337 -0.497 5.480
H: -1.642 1.936 -0.875
H: -5.381 0.966 2.737
C: -6.155 -3.917 -2.679
C: -0.644 1.505 -0.789
H: 0.821 -4.040 5.350
H: -1.670 -2.634 5.975
C: -0.749 -2.060 6.078
C: 0.107 -2.236 4.869
H: -8.413 -2.366 -2.305
N: 3.174 -3.575 0.025
H: -0.220 -6.389 -0.377
H: -1.115 1.641 6.144
C: 0.396 -1.800 1.113
O: -1.349 -1.604 -3.311
H: 3.913 -6.536 5.024
H: 5.911 -3.508 -3.853
H: -3.326 4.085 0.151
H: -0.040 -4.713 -0.498
H: 4.181 -5.959 -1.704
H: -6.727 -3.584 2.613
H: -2.061 -4.902 3.728
C: -1.509 8.312 0.964
C: -3.005 -0.510 -4.620
O: 2.097 2.684 -4.134
N: -4.551 5.952 -1.617
H: -6.430 -4.350 1.008
H: 5.169 -2.811 1.694
H: 2.847 -3.689 -6.511
C: 7.635 0.894 2.302
C: 3.417 -5.700 4.531
H: -3.007 9.663 1.614
C: 2.877 1.540 -4.186
C: 2.755 2.802 4.803
H: 2.779 -1.878 0.544
H: 1.126 4.416 2.037
C: 2.688 4.291 4.539
H: 3.524 3.495 0.023
H: 2.939 -6.045 -3.870
C: 1.337 5.023 4.736
O: 4.425 -3.502 -5.232
C: -4.409 4.487 -1.814
H: -9.020 1.137 -1.912
H: -1.923 -2.280 -5.246
O: 0.065 6.710 -0.122
H: 2.156 -4.781 2.294
H: 0.964 -5.574 0.596
H: 5.936 -1.756 -1.961
H: -5.606 -4.880 2.349
H: -7.721 -2.174 -0.730
H: -8.986 0.027 -0.581
H: 5.601 2.501 -0.715
H: -5.360 4.188 -2.256
H: 5.146 0.389 1.624
H: -6.226 -1.937 -3.505
H: 4.634 -8.132 -0.766
C: -1.204 7.352 -0.144
H: 0.975 0.623 1.973
H: -2.429 1.833 2.432
H: 3.948 1.713 -4.291
C: -0.735 -2.687 -2.654
C: -2.468 0.067 3.583
H: -5.192 -1.089 -1.426
H: 3.715 -1.389 -3.620
H: 3.322 1.756 -1.351
C: 0.872 0.719 0.892
H: 1.046 5.110 -0.797
H: 3.881 5.870 5.079
C: 1.505 -1.539 5.207
H: -5.661 1.891 -1.915
H: 2.851 -2.324 -5.252
H: 8.307 0.133 1.904
O: 0.309 4.331 4.055
H: -1.072 -1.026 6.200
C: -5.249 1.565 -0.961
H: -3.633 -0.570 -5.509
H: 0.481 6.042 -6.229
C: 3.216 -4.547 2.393
H: -4.956 6.296 -2.475
O: 6.798 1.615 1.407
C: 4.744 -1.732 -3.514
C: 3.597 -6.857 -3.561
C: -6.217 -2.375 -2.507
H: -4.676 2.581 2.545
H: -5.212 -4.253 -3.112
C: 2.397 -6.956 -1.215
C: -7.557 -1.941 -1.782
H: 5.647 0.332 -3.837
H: 6.707 -1.127 -4.267
H: -0.643 -1.477 1.172
H: 3.240 -3.566 2.867
H: -3.104 9.322 -0.001
H: -1.261 7.864 -1.104
H: 0.031 5.839 -2.045
H: -3.256 -0.168 -2.600
H: 3.546 2.490 1.446
N: -5.395 -1.667 1.122
H: -4.500 -0.766 -3.370
C: -2.275 -1.856 -4.306
H: 1.823 2.872 -6.273
H: -3.705 8.192 1.233
H: -3.515 -3.857 3.877
H: -1.294 0.929 -4.356
H: 8.244 1.557 2.916
H: 0.104 5.745 2.442
C: 5.739 0.846 0.832
H: -1.922 6.532 -0.158
C: 4.182 2.916 0.671
C: -4.185 3.745 -0.427
H: -3.730 -3.659 0.177
N: 4.675 -7.957 -1.760
H: -0.740 4.892 -0.762
C: 4.861 -3.231 -3.947
H: 2.679 -4.151 -0.641
H: 6.975 0.490 3.070
H: 1.632 1.437 0.586
C: -4.896 -2.861 1.871
H: -1.470 -3.300 -2.132
N: 4.005 1.138 -0.936
H: -0.602 0.599 -1.394
H: -0.804 3.692 -5.756
C: 5.713 -0.682 -4.232
H: 3.723 -0.266 4.953
H: 5.935 -4.307 1.696
H: 6.103 -0.025 0.287
H: 4.332 -8.839 -2.113
N: 4.942 -1.642 -2.096
H: -0.967 4.990 -4.528
H: 0.081 2.236 -1.147
C: -3.151 1.034 2.605
H: 4.318 -1.103 3.525
C: -1.272 1.527 5.071
C: 4.962 1.853 -0.115
H: -4.915 -2.642 -1.015
C: -2.120 0.714 -5.033
H: -6.882 -4.280 -3.405
H: 4.935 3.492 1.208
C: -2.865 8.821 0.936
H: 4.191 -5.284 0.450
H: 2.631 0.988 -5.092
H: 4.609 -0.709 -1.896
H: -3.076 -0.837 3.590
O: 1.577 -5.754 -1.374
H: 2.627 0.935 -3.314
H: 4.598 -6.797 -3.990
N: 1.085 5.244 -6.365
H: -5.093 3.865 0.165
C: 0.554 -5.623 -0.413
H: 3.668 2.229 4.647
N: 0.360 -3.638 4.547
H: -1.392 2.524 4.646
H: -1.655 0.424 -5.975
N: -5.052 -2.018 -1.796
C: 3.673 -1.202 4.397
H: -4.644 1.663 4.070
C: 1.209 4.516 -5.145
C: -3.602 -3.386 1.225
C: -2.640 -4.098 3.273
O: -2.946 -4.426 1.949
C: 0.079 5.574 -0.989
H: 0.728 -1.913 2.145
H: 5.864 -3.474 0.158
C: -8.877 0.085 -1.664
H: -0.314 1.195 4.672
H: 3.100 3.781 -5.540
H: -1.503 -0.352 3.299
H: 2.725 -6.960 -0.176
H: -3.093 3.211 -3.086
N: -3.776 -0.067 -3.460
H: -4.696 -0.939 1.137
H: -9.702 -0.437 -2.150
C: 2.111 3.365 -5.345
H: 1.295 6.093 4.533
H: 4.149 -1.934 5.050
H: 3.607 -4.877 5.220
H: -0.767 9.941 1.794
H: 2.468 -3.991 -4.848
H: 2.878 4.375 3.470
H: -3.570 1.128 0.633
H: -0.671 4.337 2.242
H: -0.029 -2.283 -1.929
C: 0.272 4.689 2.658
C: -0.333 4.188 -4.907
H: -3.067 -2.457 -3.858
N: 2.643 -0.957 0.936
H: -5.970 -1.222 1.823
H: -0.411 -1.771 4.030
C: 3.076 -3.362 -5.497
H: 1.481 5.177 -4.321
O: 2.378 -1.500 3.989
H: 2.041 -1.948 6.063
H: -6.203 -4.335 -1.673
H: 3.843 -3.113 -0.575
H: -2.715 1.620 -5.155
N: -0.509 9.390 0.988
H: -5.385 6.004 -1.049
H: 0.978 4.892 5.757
H: -2.348 4.710 -2.577
H: -2.869 -2.579 1.221
C: -5.974 -3.950 1.914
C: 3.928 -4.347 0.942
H: 2.635 -1.077 1.939
O: -0.416 1.065 0.517
H: 4.646 4.463 4.940
H: 0.579 -2.756 0.622
N: 3.811 4.890 5.315
H: -4.984 0.549 -1.254
H: 4.280 -3.862 -3.275
H: 1.023 -3.672 3.785
N: -3.279 0.437 1.309
C: 5.297 -3.691 1.063
H: 1.967 2.354 4.198
O: 3.995 -5.440 3.195
H: -6.027 1.652 -0.202
H: 3.149 -7.766 -3.960

spin multiplicity: 1
orbital gap: 8.98 eV
E_HOMO: -0.309 Eh
relative energy (zero: lowest compared OMol25 entry of this formula, charge and spin): 145.9 kcal per mole

=====

Computed, not measured: a 16-piece molecular cluster, C56H158N14O16 overall at a distorted geometry, with the ωB97M-V functional and the def2-TZVPD basis.

Cartesian coordinates (Å):
H: 12.139 12.177 10.083
H: 18.059 14.305 9.478
H: 12.157 12.789 16.108
C: 22.943 19.701 12.484
H: 16.689 17.111 9.993
H: 17.383 22.736 19.966
O: 19.056 10.545 20.818
H: 17.346 12.637 17.653
H: 19.041 16.182 18.911
H: 15.642 16.932 17.831
H: 17.119 10.499 21.773
H: 20.459 12.531 20.506
H: 16.563 22.867 14.120
C: 12.915 10.071 8.932
H: 26.556 13.611 17.302
C: 17.562 19.585 16.851
H: 18.414 16.677 10.218
H: 18.619 21.615 14.035
H: 19.305 10.363 18.800
H: 20.842 12.469 18.960
H: 14.497 17.405 19.196
H: 17.400 9.162 13.373
H: 19.348 17.928 15.661
H: 17.573 10.617 19.273
O: 12.993 19.644 13.533
C: 13.657 17.766 11.497
H: 24.934 12.474 10.976
C: 17.762 23.247 19.113
H: 17.822 8.880 21.298
H: 21.517 10.610 16.462
O: 16.618 13.026 10.228
H: 22.588 20.529 11.902
H: 12.716 18.315 11.398
H: 24.832 9.027 13.963
H: 15.739 12.122 16.277
H: 12.045 12.566 19.212
H: 21.055 21.540 16.048
H: 24.118 12.937 12.444
H: 24.854 12.551 16.092
H: 21.630 17.370 15.510
H: 11.927 21.193 14.013
C: 12.521 12.345 17.067
C: 24.067 12.826 17.994
H: 21.682 9.294 15.223
H: 23.092 19.340 16.211
H: 15.155 16.289 21.633
H: 18.621 15.776 16.780
H: 22.999 14.273 16.131
C: 15.763 15.707 19.590
N: 18.024 14.587 11.949
H: 19.044 22.373 11.671
H: 25.230 10.159 17.946
C: 19.590 24.258 13.291
H: 16.797 15.364 19.177
H: 17.307 22.799 11.578
H: 9.691 12.962 18.877
H: 22.126 21.913 13.817
H: 19.996 20.625 19.985
O: 17.313 16.162 15.240
H: 13.439 16.845 11.031
C: 17.942 10.868 14.673
H: 26.667 12.398 18.415
H: 22.195 19.815 17.461
H: 22.400 15.282 19.343
C: 17.134 9.576 14.359
H: 19.597 16.334 13.075
H: 24.010 12.396 19.024
H: 16.336 21.106 18.765
C: 18.641 10.922 19.415
H: 20.054 14.927 19.081
C: 18.382 12.883 17.951
H: 20.828 11.517 11.262
H: 16.457 14.748 8.993
H: 18.669 16.899 22.694
O: 22.756 12.711 17.535
C: 19.592 16.920 15.213
N: 14.578 11.903 12.528
H: 17.028 17.086 23.203
N: 18.255 22.963 16.722
H: 17.309 8.746 14.993
H: 16.002 14.858 21.508
C: 17.401 11.986 9.667
H: 16.012 14.799 16.320
C: 16.009 15.825 21.087
C: 21.116 9.598 16.140
C: 25.115 12.180 17.089
H: 17.730 19.186 17.820
C: 20.496 18.184 19.036
H: 14.427 18.414 11.011
H: 18.326 13.989 17.988
H: 21.427 12.610 12.327
H: 18.527 20.026 16.473
H: 15.029 19.537 13.175
H: 19.970 11.506 14.740
H: 17.580 19.471 13.121
C: 20.898 20.449 19.392
H: 20.887 16.782 20.472
H: 21.431 13.668 16.278
H: 22.994 23.132 16.112
O: 19.753 9.746 15.839
H: 17.973 22.436 15.930
H: 16.948 11.944 13.371
C: 18.611 15.823 15.669
N: 22.239 19.801 16.472
H: 14.312 11.031 16.050
H: 23.035 10.887 13.338
H: 20.394 24.195 12.522
H: 17.321 18.762 16.216
H: 13.739 10.455 8.322
H: 19.442 18.318 19.423
H: 17.763 13.594 11.995
H: 9.883 12.424 17.172
H: 13.522 16.515 14.570
H: 12.563 11.488 12.687
H: 16.275 21.282 14.568
H: 22.296 18.871 12.401
H: 17.702 15.421 22.944
H: 24.371 13.885 18.136
H: 24.034 21.841 15.631
H: 21.119 14.068 10.615
N: 20.167 12.910 19.608
H: 23.931 19.363 12.133
H: 19.859 23.687 14.178
H: 17.040 23.904 18.731
O: 23.143 20.173 13.808
H: 14.922 10.929 12.279
H: 23.901 10.442 16.848
O: 21.072 15.006 10.840
H: 21.725 14.702 12.629
N: 13.019 16.723 13.658
N: 20.998 16.497 15.556
C: 18.824 12.399 19.288
H: 15.139 12.509 11.918
H: 15.049 17.143 13.060
H: 16.297 17.739 19.199
H: 17.173 20.199 11.674
C: 13.041 11.723 10.549
H: 18.460 12.242 9.872
H: 15.557 15.123 14.641
N: 26.502 12.604 17.416
C: 17.434 16.696 10.662
N: 11.574 14.339 18.025
C: 23.081 10.424 12.285
H: 23.591 22.038 17.289
H: 12.959 9.021 8.859
C: 17.046 14.353 9.819
N: 16.536 21.899 13.789
H: 18.741 23.745 19.217
O: 13.123 10.333 10.287
H: 21.650 21.118 19.849
C: 18.052 9.905 21.642
H: 19.716 10.054 13.812
H: 16.989 14.136 14.956
O: 21.378 19.118 19.587
C: 22.444 13.361 16.251
H: 21.685 15.334 14.170
H: 17.605 11.224 15.647
H: 14.590 14.476 18.366
H: 21.154 20.422 13.997
H: 24.187 7.893 12.749
H: 22.315 9.647 12.088
H: 13.045 20.692 15.278
N: 21.565 12.188 11.392
H: 13.487 14.203 11.671
C: 22.010 20.968 14.300
C: 23.997 12.664 11.423
H: 11.950 10.458 8.492
N: 17.929 11.885 13.626
H: 21.323 8.835 16.892
H: 20.914 16.165 16.552
O: 17.277 16.442 21.255
C: 15.493 17.037 18.898
C: 19.432 10.548 14.742
N: 14.630 14.810 19.335
O: 13.951 12.641 17.263
H: 25.777 8.517 12.613
C: 14.205 18.956 13.662
H: 18.290 12.936 20.076
O: 16.559 20.525 16.755
H: 17.094 11.083 10.212
H: 23.012 11.053 10.297
H: 10.787 14.734 18.453
C: 14.636 12.073 16.192
H: 18.064 23.946 16.647
H: 18.696 21.533 18.113
C: 17.688 16.435 22.594
H: 14.561 13.968 19.895
C: 18.164 22.742 12.234
H: 19.001 14.921 15.226
H: 23.059 16.924 19.384
C: 23.195 22.108 16.276
H: 20.647 20.666 18.356
H: 19.027 12.498 17.096
H: 11.815 13.791 11.919
C: 13.202 12.042 12.005
C: 13.993 17.563 12.967
H: 13.658 21.586 13.788
N: 19.968 15.898 18.714
H: 12.402 11.260 17.046
O: 24.364 9.891 12.078
H: 14.445 12.575 15.247
C: 16.530 21.462 17.770
C: 22.062 21.150 15.815
O: 18.341 24.029 12.821
H: 12.464 14.683 18.342
H: 20.089 15.047 10.971
C: 24.919 10.641 17.005
H: 18.216 12.766 13.993
C: 17.934 20.251 12.492
H: 17.960 14.846 12.934
H: 23.631 13.441 10.790
H: 18.489 9.692 22.657
H: 15.739 22.166 17.535
C: 16.448 15.003 15.340
C: 20.906 16.720 19.394
H: 22.415 16.325 17.919
H: 10.201 11.313 18.504
H: 20.283 17.912 13.410
H: 18.570 17.679 13.520
H: 25.483 10.200 16.217
C: 17.874 22.255 17.935
H: 17.155 11.843 8.560
H: 19.516 25.318 13.687
H: 16.075 9.825 14.374
H: 12.960 13.682 13.318
O: 21.873 14.588 13.566
H: 20.376 18.262 17.958
H: 14.477 18.871 14.731
H: 13.972 12.176 10.072
H: 22.697 12.653 15.398
C: 22.946 11.537 11.282
C: 12.938 20.855 14.175
H: 18.925 20.007 12.161
H: 16.027 15.292 11.448
C: 24.764 8.819 12.890
C: 19.515 17.203 13.684
C: 17.850 21.615 13.239
C: 11.661 12.896 18.225
H: 12.199 17.315 13.789
C: 22.267 16.287 18.977
C: 12.822 13.492 12.227
C: 17.056 15.254 11.004
H: 17.376 17.270 11.636
C: 10.257 12.340 18.185

spin multiplicity: 1
orbital gap: 9.42 eV
E_HOMO: -0.327 Eh
relative energy (zero: lowest compared OMol25 entry of this formula, charge and spin): 0.0 kcal per mole